Record 1
{"formula": "C3HCl2NS", "method": "ωB97M-V with the def2-TZVPD basis set", "symbols": ["C", "C", "C", "N", "S", "Cl", "Cl", "H"], "positions_angstrom": [[0.265056, -0.731918, 0.956693], [-2.239828, 0.120378, -0.033509], [-0.081857, -0.661394, -0.382357], [0.484704, -0.840977, 2.064571], [-2.512830, 1.423630, 0.784986], [-3.266739, -0.978840, -0.688083], [-0.403582, -2.180968, -1.171064], [0.600287, -0.060382, -0.926444]], "forces_ev_per_a": [[-0.2677, -0.4353, -0.2410], [2.4326, 0.1960, -0.0632], [-2.9988, -0.0434, -0.6416], [0.5141, 0.0025, 2.1455], [0.3403, 0.1126, 0.1060], [-0.3353, -0.7664, -0.5044], [0.3302, 0.0983, 0.0745], [-0.0155, 0.8358, -0.8756]], "nbo_charge": [0.192, -0.282, -0.322, -0.270, 0.234, 0.168, 0.037, 0.243], "e_lumo_ha": [-0.041, -0.041], "homo_energy_ev": [-9.0164, -9.0156], "multiplicity": 1}

***

Record 2
{"formula": "C3HCl3NP", "method": "ωB97M-V with the def2-TZVPD basis set", "symbols": ["C", "C", "C", "N", "P", "Cl", "Cl", "Cl", "H"], "positions_angstrom": [[-0.741283, 0.301595, 0.003108], [0.364714, 1.007825, 0.055704], [-0.458887, -1.133125, 0.145273], [0.691050, -1.510414, 0.545178], [1.686474, -0.083336, 0.657671], [-2.236804, 0.846464, -0.609466], [0.084050, 2.907536, -0.041585], [-1.611048, -2.285321, -0.151970], [2.221733, -0.051222, -0.603910]], "forces_ev_per_a": [[-1.2593, -0.9844, -1.6068], [-0.3806, 3.6779, 0.9375], [0.7718, 0.3738, 0.9832], [0.8881, 1.2807, -0.7785], [0.0683, 0.2940, 1.3186], [-0.3980, -0.0173, 0.2766], [1.1977, -3.0306, 0.1109], [-1.5670, -1.0915, -0.3227], [0.6790, -0.5026, -0.9188]], "nbo_charge": [-0.218, -0.223, 0.172, -0.660, 0.803, 0.074, -0.029, 0.099, -0.019], "e_lumo_ha": -0.020, "homo_energy_ev": -10.0418, "multiplicity": 1}

***

Record 3
{"formula": "C3HCl3O", "method": "ωB97M-V with the def2-TZVPD basis set", "symbols": ["C", "C", "C", "O", "Cl", "Cl", "Cl", "H"], "positions_angstrom": [[2.039026, 0.462248, 0.198211], [-0.308424, -0.231167, 0.177110], [-1.626224, -0.140489, -0.152978], [2.454961, 0.769924, 1.248679], [2.468844, 0.173452, -1.331412], [-2.826707, -1.202089, 0.222254], [-2.242695, 0.999716, -1.286403], [0.041218, -0.831593, 0.924537]], "forces_ev_per_a": [[-3.3477, 0.4893, 2.6170], [-1.3479, 1.9203, -1.1822], [4.1992, 1.2840, -0.7183], [0.0507, -0.4685, -1.5485], [1.2484, -0.2084, -1.6783], [-1.4325, -1.9140, 1.2612], [0.2633, 0.8349, -0.4937], [0.3664, -1.9376, 1.7427]], "nbo_charge": [0.524, -0.283, -0.242, -0.433, 0.167, 0.083, 0.014, 0.170], "e_lumo_ha": [-0.034, -0.027], "homo_energy_ev": [-8.8272, -9.2112], "multiplicity": 1}

***

Record 4
{"formula": "C3HCl5O", "method": "ωB97M-V with the def2-TZVPD basis set", "symbols": ["C", "C", "C", "O", "Cl", "Cl", "Cl", "Cl", "Cl", "H"], "positions_angstrom": [[1.220413, 0.225933, 0.548256], [0.298962, -0.458009, 1.383014], [-1.800002, -0.070250, -1.994312], [0.677184, 0.857169, 1.668692], [0.807656, -1.618361, 2.574228], [-1.283544, -0.689759, 0.932695], [-3.214449, 0.485207, -2.570116], [-0.565547, 0.869870, -2.827196], [2.870123, 0.004966, 0.756773], [0.989205, 0.393235, -0.472033]], "forces_ev_per_a": [[0.8544, -0.3118, -0.2080], [0.6497, -0.4191, 2.1311], [1.8408, -0.0871, -0.3537], [-1.2395, 0.9066, -0.2802], [0.2849, -0.3612, 0.1993], [-2.0726, -0.2896, -0.5040], [-2.1950, 0.4277, -0.4079], [0.2706, -0.2950, 0.3638], [2.2732, -0.5157, -0.2520], [-0.6664, 0.9451, -0.6883]], "nbo_charge": [-0.020, 0.083, -0.111, -0.429, 0.028, 0.100, 0.124, -0.022, 0.029, 0.219], "e_lumo_ha": -0.048, "homo_energy_ev": -9.9104, "multiplicity": 1}

***

Record 5
{"formula": "C3HClO2", "method": "ωB97M-V with the def2-TZVPD basis set", "symbols": ["C", "C", "C", "O", "O", "Cl", "H"], "positions_angstrom": [[2.146624, -0.433797, -0.086694], [0.935775, -0.489310, 0.005984], [-1.585072, 0.655292, 0.269936], [-1.332421, 1.797229, 0.269297], [-0.294164, -0.725144, 0.119508], [-2.908439, -0.314702, 0.008463], [3.037696, -0.489571, -0.586494]], "forces_ev_per_a": [[-2.2179, 0.0421, 0.5521], [1.2248, 0.2164, -0.1996], [2.5606, 0.0507, -1.2158], [-0.2585, -2.1858, 0.4493], [-2.7316, 1.7058, 0.6812], [-0.3387, 0.0573, 0.3121], [1.7612, 0.1135, -0.5794]], "nbo_charge": [-0.407, 0.331, 0.696, -0.406, -0.592, 0.156, 0.223], "e_lumo_ha": -0.038, "homo_energy_ev": -8.9820, "multiplicity": 1}

***

Record 6
{"formula": "C3HCuLiO4", "method": "ωB97M-V with the def2-TZVPD basis set", "symbols": ["O", "C", "O", "O", "Cu", "C", "C", "O", "Li", "H"], "positions_angstrom": [[-0.412439, -1.793963, 0.919125], [-0.660772, -0.660487, 1.336422], [-0.130062, 0.434670, 0.680102], [-0.462456, -0.540519, 2.599586], [0.056547, -2.267944, -1.204221], [0.233980, 0.246833, -0.567266], [0.528354, 1.115971, -1.505447], [0.732383, 1.652451, -2.521506], [1.320209, 2.575042, -4.172666], [-0.158112, -1.579572, 2.752328]], "forces_ev_per_a": [[-2.1552, -0.2641, -2.9910], [6.1575, -2.8018, 0.6056], [-1.4617, 1.3400, -1.0404], [-0.5402, -1.9776, 1.9104], [-0.1802, 0.5919, 0.9173], [-0.5049, -0.4936, -0.2124], [-0.1924, -0.0473, 0.2862], [0.2991, 0.0610, -0.1296], [-0.0015, 0.1278, -0.0378], [-1.4206, 3.4637, 0.6917]], "nbo_charge": [-0.697, 1.007, -0.391, -0.561, 0.951, 0.020, 0.654, -0.540, 0.995, 0.561], "charge": 2, "e_lumo_ha": [-0.323, -0.395], "homo_energy_ev": [-18.1995, -18.1095], "multiplicity": 2}

***

Record 7
{"formula": "C3HF2NO3S", "method": "ωB97M-V with the def2-TZVPD basis set", "symbols": ["C", "C", "C", "N", "O", "O", "O", "F", "F", "S", "H"], "positions_angstrom": [[1.259903, 1.722884, -2.324997], [0.859424, 0.708698, -1.822849], [-1.482423, 0.909384, 0.887401], [-2.145508, 0.050436, 1.463431], [-0.781086, 1.694012, 0.352753], [1.803879, -2.389009, 0.958444], [-0.442857, -2.036520, 1.798114], [1.501711, 2.953800, -2.605162], [0.758295, -0.450304, -1.234491], [0.422156, -2.386412, 0.674126], [-1.753494, -0.776968, 1.853230]], "forces_ev_per_a": [[-0.6417, -0.9256, 1.0674], [0.9563, 0.7161, -0.3272], [0.7277, -1.3748, 0.8224], [0.0354, 2.8770, -1.5571], [-1.4504, -0.5608, 0.5210], [1.2142, -0.1026, -0.1202], [0.9180, -0.7195, -1.3225], [-0.0354, -0.1689, -0.3714], [-0.2040, 0.5444, -0.6012], [-1.7855, 0.2317, 1.6362], [0.2655, -0.5172, 0.2526]], "nbo_charge": [0.286, 0.257, 0.862, -0.787, -0.527, -0.805, -0.869, -0.254, -0.292, 1.690, 0.438], "e_lumo_ha": -0.059, "homo_energy_ev": -10.6009, "multiplicity": 1}

***

Record 8
{"formula": "C3HF2NS", "method": "ωB97M-V with the def2-TZVPD basis set", "symbols": ["C", "C", "C", "N", "F", "F", "S", "H"], "positions_angstrom": [[-0.932931, 0.560562, 0.096306], [-0.601006, -0.807301, 0.032379], [1.494862, 0.361642, -0.163071], [0.505872, -1.386254, -0.109350], [-1.687748, -1.580909, 0.133055], [2.753996, 0.257709, 0.059120], [0.416965, 1.578241, 0.082663], [-1.950010, 1.016308, -0.131103]], "forces_ev_per_a": [[-1.4920, 0.9547, -0.9650], [-0.7960, -1.0836, 0.0048], [-0.8286, -6.1925, -2.1124], [2.5309, 3.3996, 0.3433], [-0.7524, -0.5148, 0.0017], [0.4471, 0.5096, 0.8004], [-0.6109, 3.8348, 1.2721], [1.5020, -0.9078, 0.6551]], "nbo_charge": [-0.386, 0.443, 0.271, -0.369, -0.320, -0.274, 0.374, 0.262], "e_lumo_ha": [-0.002, -0.076], "homo_energy_ev": [-7.1663, -10.6878], "multiplicity": 3}

***

Record 9
{"formula": "C3HF3O", "method": "ωB97M-V with the def2-TZVPD basis set", "symbols": ["F", "C", "C", "F", "O", "C", "F", "H"], "positions_angstrom": [[-0.477676, 1.264311, -2.315027], [-1.184305, 0.907670, -1.276114], [-1.729970, 0.304025, -0.390565], [-2.607715, -0.084380, 0.463452], [0.214612, -0.610708, 1.114889], [1.386088, -0.697807, 0.866778], [2.306644, 0.285838, 1.164004], [2.092322, -1.368949, 0.372584]], "forces_ev_per_a": [[-0.3030, -0.0753, 0.8119], [-0.1743, -0.8296, 0.1222], [-0.0733, 1.1869, -1.4073], [0.3521, -0.1367, 0.2418], [3.1753, -0.6127, -0.4415], [-0.8901, 1.3479, 0.5192], [-1.0208, 0.1866, 0.3775], [-1.0659, -1.0670, -0.2238]], "nbo_charge": [-0.267, 0.241, 0.286, -0.259, -0.507, 0.732, -0.362, 0.135], "smiles": "FC#CF.O=CF", "e_lumo_ha": 0.025, "homo_energy_ev": -10.2659, "multiplicity": 1}

***

Record 10
{"formula": "C3HF3S", "method": "ωB97M-V with the def2-TZVPD basis set", "symbols": ["C", "C", "C", "F", "F", "F", "S", "H"], "positions_angstrom": [[2.825573, -0.707918, -0.746337], [1.916924, -1.082372, -0.030429], [-1.926982, 0.789964, 0.337060], [-2.563721, -0.254980, -0.179579], [-1.959879, 1.881302, -0.424118], [-2.596890, 1.152256, 1.407966], [0.496284, -1.416243, 0.743673], [3.808689, -0.362006, -1.108233]], "forces_ev_per_a": [[2.1376, 0.4650, -0.4337], [-1.8270, -0.0908, 0.5299], [-1.8144, 0.7816, -0.0250], [0.7273, 0.3037, -0.4722], [0.7825, -0.8081, -0.8442], [0.4022, -0.3991, 1.3440], [0.8902, 0.1587, -0.3669], [-1.2982, -0.4109, 0.2680]], "nbo_charge": [-0.153, -0.302, 0.978, -0.316, -0.321, -0.323, 0.185, 0.252], "e_lumo_ha": [-0.046, -0.098], "homo_energy_ev": [-9.4258, -9.0797], "multiplicity": 1}

***

Record 11
{"formula": "C3HFNO3", "method": "ωB97M-V with the def2-TZVPD basis set", "symbols": ["C", "C", "C", "N", "O", "O", "O", "F", "H"], "positions_angstrom": [[1.527013, 0.974326, 0.167511], [0.370817, -1.220462, -0.005217], [-1.465829, 0.369666, 0.257881], [1.265675, -0.170897, -0.064942], [2.113026, 1.953651, 0.352788], [0.792898, -2.359863, -0.115476], [-0.871290, -1.018978, 0.001375], [-1.199466, 1.204343, -0.864863], [-2.532840, 0.268215, 0.270939]], "forces_ev_per_a": [[-0.0124, -1.6828, 0.0960], [1.1680, -1.6813, -1.0061], [1.9722, 0.7738, 1.8713], [0.1637, 0.4087, 0.0262], [0.1073, 1.7358, 0.1773], [0.6773, -0.0543, 0.3962], [-3.4159, 2.0078, -0.2951], [-0.0241, -0.5463, -0.6919], [-0.6360, -0.9613, -0.5739]], "nbo_charge": [0.910, 0.892, -0.099, -0.612, -0.544, -0.658, -0.518, -0.455, 0.084], "charge": -1, "e_lumo_ha": 0.142, "homo_energy_ev": -2.4260, "multiplicity": 1}

***

Record 12
{"formula": "C3HFNiO3", "method": "ωB97M-V with the def2-TZVPD basis set", "symbols": ["O", "C", "C", "O", "O", "C", "H", "Ni", "F"], "positions_angstrom": [[1.017081, 0.099777, 1.083376], [1.506627, -0.471734, -0.007748], [-0.366191, 0.383972, 0.856711], [2.633942, -0.884042, -0.132494], [0.535249, -0.634068, -0.921274], [-0.603768, 0.122332, -0.532718], [-0.640954, 1.349434, 1.290143], [-2.256709, -0.776442, 0.048207], [-1.825278, 0.810770, -1.684201]], "forces_ev_per_a": [[-1.1506, 0.3539, 0.8029], [2.2942, -1.4148, 0.1448], [0.6638, 1.6981, -2.6414], [-1.3178, 0.6415, 0.0555], [-1.8242, 1.3304, -1.1203], [1.2686, -2.5719, 2.6474], [-0.3192, -0.6715, 0.3243], [0.5286, 0.5950, -0.4786], [-0.1435, 0.0393, 0.2655]], "nbo_charge": [-0.467, 0.947, -0.204, -0.571, -0.485, 0.229, 0.236, 0.838, -0.523], "e_lumo_ha": [-0.061, -0.069], "homo_energy_ev": [-8.3415, -9.8346], "multiplicity": 3}

***

What did we get for ΔE to the lowest compared entry with this formula, charge and spin? Answer: 206.4, 40.3, 432.4, 28.0, 219.9, 0.0, 9.6, 103.7, 369.2, 362.1, 0.0, 375.8 kJ/mol, in the order shown.